The following is a DFT calculation (ωB97M-V/def2-TZVPD) of C23H40IO3Si4TeTi as an isolated structure at a distorted geometry.

CARTESIAN COORDINATES (ANGSTROEM)
Ti1 0.168 -0.016 -0.455
I1 2.382 1.705 -0.212
C1 1.203 -1.020 -1.985
C2 2.328 -1.277 -2.724
C3 2.548 -2.570 -3.248
C4 1.669 -3.600 -3.013
C5 0.508 -3.386 -2.239
C6 -0.456 -4.372 -1.932
C7 -1.545 -4.055 -1.157
C8 -1.742 -2.753 -0.649
C9 -0.865 -1.737 -0.952
C10 0.279 -2.073 -1.744
H1 3.053 -0.493 -2.919
H2 3.441 -2.756 -3.836
H3 1.857 -4.588 -3.421
H4 -0.326 -5.381 -2.312
H5 -2.272 -4.825 -0.923
H6 -2.608 -2.568 -0.022
C11 -0.123 -1.963 3.202
C12 0.294 -0.767 2.370
C13 1.060 0.258 3.195
O1 1.148 -1.189 1.264
C14 -0.966 -0.087 1.749
O2 -2.072 -0.427 2.115
O3 -0.701 0.860 0.895
H7 0.725 -2.348 3.772
H8 -0.532 -2.745 2.557
H9 -0.910 -1.667 3.891
H10 1.915 -0.222 3.673
H11 0.410 0.677 3.966
H12 1.422 1.061 2.554
H13 1.237 -2.145 1.295
C15 -2.228 5.096 -2.569
Si1 -3.553 3.852 -3.087
C16 -4.570 4.662 -4.478
C17 -4.743 3.636 -1.623
Si2 -2.612 1.822 -3.824
Te1 -0.458 1.437 -2.583
Si3 -1.714 2.088 -5.985
C18 -2.956 2.410 -7.390
C19 -0.755 0.525 -6.468
C20 -0.501 3.544 -5.992
Si4 -4.290 0.180 -3.814
C21 -3.699 -1.470 -4.535
C22 -5.705 0.807 -4.923
C23 -5.060 -0.187 -2.122
H14 -2.663 6.009 -2.154
H15 -1.601 5.374 -3.420
H16 -1.568 4.659 -1.815
H17 -5.039 5.592 -4.148
H18 -5.361 3.992 -4.824
H19 -3.935 4.893 -5.338
H20 -5.056 4.603 -1.221
H21 -4.273 3.074 -0.812
H22 -5.643 3.094 -1.925
H23 -3.622 1.555 -7.534
H24 -2.435 2.589 -8.333
H25 -3.579 3.283 -7.180
H26 -1.430 -0.315 -6.651
H27 -0.083 0.238 -5.656
H28 -0.154 0.676 -7.368
H29 -1.027 4.501 -5.926
H30 0.112 3.558 -6.896
H31 0.167 3.472 -5.130
H32 -3.384 -1.347 -5.575
H33 -4.487 -2.226 -4.509
H34 -2.844 -1.857 -3.975
H35 -5.326 1.111 -5.903
H36 -6.188 1.679 -4.474
H37 -6.472 0.045 -5.081
H38 -4.303 -0.510 -1.403
H39 -5.811 -0.978 -2.195
H40 -5.547 0.700 -1.710

Results
E = -3699.51100 Ha
Gap between HOMO and LUMO = 6.0 eV
LUMO level = 1.985 eV
HOMO level = -0.1458 hartree
Charge = -1